No. 1
Formula: C43H73BCl2F3LiN3NaO20PS2
Source: the OMol25 dataset
Level of theory: ωB97M-V/def2-TZVPD

Structure (XYZ):
```
150
Properties=species:S:1:pos:R:3:lowdin_charge:R:1
O 2.4584 -1.2289 3.7586 0.20
C -0.5410 0.6465 0.2444 -0.01
C 0.0472 -6.5403 3.2205 -0.25
H 3.4789 -6.7217 -1.9251 0.05
H 1.0003 -3.9908 -1.8942 0.07
C 0.9386 -6.9989 4.3691 -0.17
O -1.2297 5.4901 3.8215 0.14
H -4.3241 4.8540 2.2887 0.11
C -1.5145 0.2243 5.5584 -0.18
H 1.9250 2.6565 -2.0144 0.09
H 7.3167 -11.6454 0.6468 0.08
C -0.2369 0.6802 5.8532 -0.05
C 2.1889 -6.3707 2.4629 -0.48
O -7.8933 -0.4879 -6.3067 -0.20
H -1.9605 2.5101 -4.5115 0.09
C 1.1789 3.8814 3.6099 -0.17
H -1.9178 5.9046 -2.6538 0.07
C -0.0495 3.6996 -3.1731 -0.13
H 4.1633 -1.2313 2.1573 0.13
O 3.7271 -5.0237 -0.5385 -0.47
O -5.9505 -0.0634 -7.6694 -0.18
C 0.6488 0.7754 4.7785 -0.03
H -0.3727 2.4492 -0.8037 0.12
H -2.9374 3.9724 -4.8198 0.06
H -3.6281 1.5450 8.6093 0.05
C -0.2892 2.1756 0.2553 -0.14
P 5.9448 -9.0981 -1.3261 0.56
O -5.2285 6.1582 -5.1292 -0.34
H 1.5709 4.0908 4.6218 0.14
C -3.4623 4.3414 1.8656 -0.07
H -5.8657 1.9556 -7.1339 0.11
C 1.6077 3.8840 0.2873 -0.08
C -7.3928 0.8395 -6.0708 -0.16
H 0.0934 0.9578 6.8463 0.10
F -5.1129 7.9284 -7.5699 0.11
Cl -0.8930 -6.9300 0.3979 -0.30
C 2.1429 2.9137 2.9385 -0.08
C 0.5986 -2.2935 0.0690 -0.20
H -1.4144 -0.3440 2.4035 0.11
O 4.9667 -8.1605 -2.2602 -0.21
H 1.1967 4.8656 3.1205 0.12
C -1.6483 4.2711 0.3719 0.01
H -7.2530 1.4649 -8.1345 0.14
H -4.4305 1.5627 7.0480 0.09
H -4.2629 4.0814 6.9763 0.13
H 3.1194 -7.0215 4.3107 0.11
C -1.0690 4.3107 -3.8345 -0.31
H -0.2468 2.7357 -2.6982 0.08
C -1.9259 3.5665 -4.8164 -0.07
H 0.3552 -1.7588 -0.8654 0.13
H -6.7537 0.8104 -5.1861 0.13
F -6.9070 6.7242 -7.5738 0.10
O 5.9779 -10.3060 -2.4389 -0.28
O -0.1841 3.4881 3.7542 -0.06
O -6.0401 -2.1051 -6.3219 -0.23
C -6.5999 1.1713 -7.3108 -0.15
H 5.4487 4.6945 -1.2862 0.08
H -3.4531 4.0656 8.5516 0.07
C -1.4351 5.7635 -3.6292 -0.03
N -2.1430 2.3779 1.8083 0.13
Cl -1.6110 4.6166 -7.9987 -0.19
H -0.7683 -7.2280 3.0248 0.07
H -3.7569 2.5988 3.0983 0.11
H 1.6165 1.9866 -0.1862 0.16
B 2.4130 -0.4866 2.6033 -0.54
C 0.5673 -0.1585 0.9738 -0.29
H -0.4834 0.3064 -0.7972 0.13
O -2.3678 3.2889 7.0119 -0.10
C -0.0254 -4.0902 -1.5126 -0.11
H 3.0790 3.0769 -3.3415 0.12
C 3.1045 3.9450 -0.0981 -0.14
C 4.8011 4.0680 -1.9067 -0.06
C 1.1811 0.5163 2.2638 -0.11
H -1.5519 0.3959 0.5553 0.12
H 1.6840 -2.4039 0.0943 0.05
H -2.5175 2.7885 6.1992 0.07
H -1.0438 -3.6957 0.3764 0.11
H 2.9677 3.5214 2.5469 0.12
C 2.4448 3.4677 -2.5484 -0.14
H -1.0482 4.7152 -0.4163 0.11
H 1.6616 1.0982 5.0039 0.11
C 3.6470 -7.7782 -1.7314 -0.08
H -0.9541 4.4114 5.4701 0.14
H -0.3670 -5.5415 3.3912 0.12
H -5.2442 2.2863 8.4463 0.08
H -2.1641 6.0996 -4.3752 0.07
H 4.9623 -12.0350 -2.8676 0.08
H -1.4307 3.6987 -5.7883 -0.01
O 3.4773 -0.7207 1.7025 0.10
O 6.1510 -10.1417 -0.0574 -0.27
C -0.8390 4.5221 4.3790 -0.33
H 1.4240 -0.1977 0.2695 0.13
C 4.7504 -10.9780 -2.7094 -0.12
H 3.1135 5.3986 -1.6655 0.14
C -3.1624 3.0662 2.3167 -0.12
O 7.2094 -8.3229 -1.3264 -0.26
C -2.7211 5.0035 0.8970 -0.02
C 2.2850 -6.4034 3.9849 -0.09
H 0.6243 -4.3918 0.4960 0.09
H 2.7653 1.6239 1.5036 0.13
H 8.1236 -10.0674 0.5447 0.08
Na 3.2853 -1.8889 -0.1534 0.57
O -7.5123 -1.8589 -8.3030 -0.23
C 1.7551 1.9098 1.8294 -0.13
H 4.4782 -5.3275 -0.0201 -0.15
H 1.1997 5.2479 -2.3980 0.09
S -6.8305 -1.3051 -7.1874 0.59
N -1.9456 -0.1481 4.3639 0.11
H 1.6149 4.7977 -4.0557 0.13
H 1.0063 -8.0889 4.3718 0.11
C -1.4218 2.9977 0.8870 -0.23
H 4.0413 -10.8855 -1.8824 0.08
O -3.3978 5.6265 -6.6409 -0.52
H 4.9616 4.2001 -2.9760 0.08
O -5.4264 4.2736 -6.6524 -0.33
H -0.5878 6.4587 -3.7088 0.08
O 0.2118 -1.5059 1.2160 -0.07
H -2.2237 0.1658 6.3891 0.09
H 2.8795 -8.3696 -2.2354 0.08
H -0.6426 -3.3765 -2.0801 0.07
C -4.2769 2.1465 7.9546 -0.11
O 0.8980 -6.4893 2.0700 -0.20
H 3.6544 3.0226 0.1323 0.12
C -3.6261 3.4868 7.6342 -0.33
C 3.2999 4.3257 -1.5746 -0.37
H -8.2115 1.5326 -5.9018 0.13
H 2.4023 -5.3818 4.3548 0.11
C -1.0636 -0.0287 3.3767 -0.06
H 1.2800 4.5918 1.0449 0.13
H 7.8236 -11.0189 -0.9347 0.08
C 0.2518 0.4454 3.4795 -0.12
C 7.4321 -10.7437 0.0437 -0.13
C -0.0302 -3.6895 -0.0275 -0.22
H 4.3014 -10.5655 -3.6145 0.09
H 3.5800 -7.9405 -0.6575 0.08
C 1.3073 4.3944 -3.0877 -0.19
F -5.2837 6.2516 -8.9139 0.12
Li -3.3281 2.8946 10.2293 0.58
H 2.6376 2.3064 3.7023 0.12
H 3.2689 -1.0979 4.2636 0.13
H 3.5871 4.7284 0.5015 0.13
H -0.3935 -5.1094 -1.6294 0.03
C -5.5645 6.6669 -7.6730 -0.66
H -2.9713 5.9940 0.5405 0.12
S -4.8274 5.5655 -6.3924 0.43
O 3.1001 -6.2187 1.7003 0.09
H 4.9948 3.0251 -1.6234 0.08
H 1.0656 4.1579 -0.6238 0.10
N 1.1452 2.4809 0.5774 0.02
H 0.5767 -6.6830 5.3490 0.10
```

Summary:
Lowest unoccupied orbital energy (eV): -2.64
ΔE to the lowest compared entry with this formula, charge and spin (kcal per mole): 40.0
Gap between HOMO and LUMO (hartree): 0.0283
Electronic energy (a.u.): -5903.411897
Net charge: -1
M (g mol⁻¹): 1215.8
Spin multiplicity: 1
E_HOMO (eV): -3.4

---

No. 2
Formula: C4H14N2O
Source: the OMol25 dataset
Level of theory: ωB97M-V/def2-TZVPD

Structure (XYZ):
```
21
Properties=species:S:1:pos:R:3:nbo_charge:R:1
C 1.2127 -0.6932 0.1145 -0.46
C 1.5343 0.8420 0.0800 -0.22
H -1.2948 -1.1030 -0.4987 0.46
C 0.0932 2.4580 1.4300 0.16
H 2.2076 -1.1145 0.3336 0.29
H -0.5664 0.9307 0.2435 0.45
H 1.8479 1.1121 -0.8752 0.25
H -2.8696 -0.1982 1.1829 0.52
H -1.1323 -1.8102 -1.9738 0.46
H 0.8868 3.0291 1.9306 0.26
C 0.7456 -1.2574 -1.1779 -0.23
H 2.3046 1.0395 0.7553 0.25
N -0.6957 -1.7868 -1.0221 -0.69
H 1.3289 -2.0622 -1.6015 0.26
H -3.1551 0.4306 -0.2151 0.52
H 0.7624 -0.4303 -1.8371 0.22
H -0.9259 2.6967 1.7590 0.25
N 0.2821 1.4228 0.6428 -0.43
O -2.4616 0.1346 0.3855 -1.00
H 0.5055 -0.9643 0.9556 0.23
H -0.6102 -2.6759 -0.6115 0.45
```

Summary:
Lowest unoccupied orbital energy (eV): -8.40
ΔE to the lowest compared entry with this formula, charge and spin (kcal per mole): 29.2
Gap between HOMO and LUMO (hartree): 0.4347
Electronic energy (a.u.): -344.903352
Net charge: +2
M (g mol⁻¹): 106.2
Spin multiplicity: 1
E_HOMO (eV): -20.2

---

No. 3
Formula: C20H30N2O3
Source: the OMol25 dataset
Level of theory: ωB97M-V/def2-TZVPD

Structure (XYZ):
```
55
Properties=species:S:1:pos:R:3:nbo_charge:R:1
C 7.0647 0.8310 -0.9381 -0.43
C 2.5875 -1.8727 0.4682 -0.38
H 2.5360 0.1342 -0.3041 0.20
H 7.9803 0.9403 -1.4990 0.21
H 2.7225 -2.3121 -0.5249 0.19
C 5.7954 1.4105 -1.4925 -0.43
H 1.9345 -2.5436 1.0321 0.21
H 5.8208 1.9289 -2.4387 0.21
C 1.8936 -0.5153 0.3034 -0.23
C 6.0069 -0.0746 -1.4913 -0.06
H -6.1728 -2.1469 -2.2689 0.21
O -5.7141 -1.1143 0.1811 -0.53
H -6.2241 1.4088 -0.8287 0.21
H -1.2829 -0.3490 1.7166 0.19
H 7.1850 0.8586 0.1318 0.25
C -2.7747 0.9016 0.8564 -0.09
H 0.6767 1.9772 2.3736 0.20
H 1.0789 -0.4756 2.3024 0.19
C 0.8748 1.4886 1.4166 -0.20
C 4.8254 -0.6898 0.6200 0.69
H 0.7252 -1.1067 -1.4231 0.21
H 4.9052 -1.7877 -1.0800 0.40
H 2.5969 0.4203 2.1212 0.23
O 5.1249 0.3000 1.2537 -0.64
C -6.7293 -1.2410 -2.0406 -0.64
H 1.4928 2.1641 0.8150 0.19
H -2.4266 2.9408 0.3748 0.23
C 1.6477 0.1827 1.6418 -0.44
H 4.4558 -2.7494 1.1089 0.22
C 0.5596 -0.6912 -0.4266 -0.41
C -4.3649 2.3033 -0.2821 -0.22
H 3.7862 -1.5719 2.2446 0.23
H -1.1358 0.5153 -1.0372 0.21
H 5.0941 1.8117 -0.7793 0.24
C -6.9309 -1.1203 -0.5331 -0.06
H -4.0980 -1.9636 1.1302 0.50
H -7.6952 -1.2856 -2.5360 0.22
C -5.2657 1.2500 -0.3604 -0.29
O -3.3437 -1.3794 1.2904 -0.69
C -3.1366 2.1316 0.3187 -0.20
C -0.1661 0.6544 -0.5537 -0.22
H 6.2060 -0.5532 -2.4426 0.21
C -3.6701 -0.1573 0.7766 0.32
H 0.4329 1.3277 -1.1766 0.19
H -0.0694 -1.3924 0.1260 0.20
C 3.9391 -1.7899 1.1879 -0.50
H -4.6388 3.2614 -0.6971 0.21
H -7.4605 -2.0002 -0.1557 0.19
H -1.4472 1.2418 2.4804 0.21
H -6.1725 -0.3898 -2.4246 0.22
C -1.4345 0.7206 1.5171 -0.25
H -7.5244 -0.2313 -0.2884 0.17
C -4.9240 0.0179 0.1657 0.22
N 5.2347 -0.9409 -0.6464 -0.61
N -0.3814 1.3224 0.7145 -0.45
```

Summary:
SMILES: CCOc1cccc(CN2CCC(CCC(=O)NC3CC3)CC2)c1O
Lowest unoccupied orbital energy (eV): 0.77
ΔE to the lowest compared entry with this formula, charge and spin (kcal per mole): 46.9
Gap between HOMO and LUMO (hartree): 0.3231
Electronic energy (a.u.): -1115.314225
Net charge: 0
M (g mol⁻¹): 346.5
Spin multiplicity: 1
E_HOMO (eV): -8.0

---

No. 4
Formula: C4H7NO2
Source: the OMol25 dataset
Level of theory: ωB97M-V/def2-TZVPD

Structure (XYZ):
```
14
Properties=species:S:1:pos:R:3:nbo_charge:R:1
O -0.0289 1.7369 0.7551 -0.57
O -1.2785 -1.1902 -1.8450 -0.49
H -2.4360 0.5280 -1.3701 0.19
H -1.9688 -1.3387 0.1564 0.21
C 0.1766 -1.1611 0.2411 -0.26
H 0.8928 0.2036 -0.2103 0.15
C -1.1187 -0.9818 -0.4289 -0.12
H -0.6410 0.8279 -1.6293 0.19
N 1.9204 0.7634 1.5060 -0.82
C 0.8191 0.8809 0.7195 0.59
H 0.9092 -1.5463 -0.4953 0.16
H 1.9124 1.3355 2.3395 0.40
C -1.4258 0.1197 -1.3655 -0.05
H 2.2673 -0.1776 1.6267 0.41
```

Summary:
Lowest unoccupied orbital energy (eV): -0.35
ΔE to the lowest compared entry with this formula, charge and spin (kcal per mole): 136.6
Gap between HOMO and LUMO (hartree): 0.3228
Electronic energy (a.u.): -361.663236
Net charge: 0
M (g mol⁻¹): 101.1
Spin multiplicity: 1
E_HOMO (eV): -9.1